Record 1
Here is a single C17H20N2O2S molecule from the Open Molecules 2025 dataset. Energies are from ωB97M-V with the def2-TZVPD basis set.

## Properties
- E_HOMO: -0.315 hartree
- Gap between HOMO and LUMO: 0.343 Eh
- Strongest force on any atom: 2.5 eV/A
- 2S+1: 1
- Relative energy (zero: lowest compared OMol25 entry of this formula, charge and spin): 37.4 kcal per mole
- LUMO level: 0.772 eV

```
42
C17H20N2O2S | the Open Molecules 2025 dataset | ωB97M-V with the def2-TZVPD basis set
O 0.409 0.240 -1.687
C -0.697 -0.210 -1.432
N -1.800 0.106 -2.129
H -2.695 -0.218 -1.794
C -1.825 1.205 -3.074
C -2.552 2.399 -2.507
C -3.549 3.034 -3.234
C -4.213 4.128 -2.706
C -3.890 4.590 -1.442
C -2.898 3.958 -0.711
C -2.229 2.868 -1.238
H -1.456 2.383 -0.659
H -2.640 4.313 0.275
H -4.410 5.441 -1.029
H -4.986 4.616 -3.282
H -3.804 2.674 -4.222
H -0.779 1.458 -3.272
H -2.296 0.873 -4.004
C -0.905 -1.182 -0.284
C 0.407 -1.292 0.466
H 0.284 -1.736 1.450
H 1.154 -1.840 -0.102
S 1.055 0.468 0.634
O -0.153 1.223 0.942
N 1.825 0.343 2.156
H 1.223 0.057 2.915
C 3.147 -0.236 2.175
C 3.144 -1.746 2.167
C 2.687 -2.443 3.280
C 2.625 -3.824 3.271
C 3.026 -4.528 2.147
C 3.490 -3.844 1.037
C 3.546 -2.461 1.047
H 3.906 -1.929 0.177
H 3.808 -4.389 0.160
H 2.980 -5.607 2.140
H 2.267 -4.354 4.142
H 2.380 -1.895 4.161
H 3.660 0.144 1.289
H 3.674 0.128 3.065
H -1.671 -0.769 0.376
H -1.250 -2.148 -0.662
```

Atomic partial charges in e from the Mulliken method, atoms 1 to 5: -0.675 0.507 -0.175 0.279 -0.910



Record 2
Here is a gas-phase ion, C17H20N3 (charge +1) from the Open Molecules 2025 dataset. Energies are from ωB97M-V with the def2-TZVPD basis set.

## Properties
- E_HOMO: -0.427 hartree
- Gap between HOMO and LUMO: 0.343 Eh
- Strongest force on any atom: 1.1 eV/A
- Net charge: +1
- 2S+1: 1
- Relative energy (zero: lowest compared OMol25 entry of this formula, charge and spin): 4.7 kcal per mole
- LUMO level: -2.293 eV

```
40
C17H20N3 | the Open Molecules 2025 dataset | ωB97M-V with the def2-TZVPD basis set
C -1.564 1.259 2.071
C -0.101 1.342 1.661
C 0.464 2.758 1.811
C 0.340 3.556 0.514
C 1.157 2.851 -0.521
C 2.074 3.487 -1.345
C 2.819 2.760 -2.258
C 2.651 1.389 -2.358
C 1.743 0.736 -1.541
C 1.020 1.470 -0.615
N -0.007 0.842 0.231
C 0.015 -0.643 0.222
N 1.116 -1.183 0.810
N -1.021 -1.154 -0.268
C -1.331 -2.511 -0.345
C -1.960 -2.954 -1.507
C -2.326 -4.280 -1.626
C -2.096 -5.166 -0.585
C -1.498 -4.720 0.582
C -1.106 -3.399 0.705
H -1.976 0.274 1.861
H -2.159 2.007 1.551
H -1.657 1.438 3.139
H 0.487 0.650 2.269
H 1.519 2.715 2.086
H -0.068 3.260 2.618
H -0.706 3.621 0.201
H 0.703 4.572 0.660
H 2.195 4.556 -1.272
H 3.525 3.264 -2.897
H 3.218 0.823 -3.078
H 1.594 -0.327 -1.653
H -0.917 1.066 -0.200
H 1.973 -0.654 0.846
H 1.223 -2.182 0.710
H -2.137 -2.254 -2.308
H -2.803 -4.623 -2.532
H -2.393 -6.199 -0.677
H -1.334 -5.401 1.402
H -0.677 -3.045 1.633
```

Atomic partial charges in e from the Mulliken method, atoms 1 to 5: -1.443 0.224 -0.874 -1.029 0.620



Record 3
Here is a molecular structure, C17H20N3S4SbTi from the Open Molecules 2025 dataset. Energies are from ωB97M-V with the def2-TZVPD basis set.

## Properties
- E_HOMO (spin up / spin down): -0.132 / -0.149 hartree
- Gap between HOMO and LUMO (spin up / spin down): 0.213 / 0.229 Eh
- Strongest force on any atom: 3.4 eV/A
- Net charge: -1
- 2S+1: 2
- Relative energy (zero: lowest compared OMol25 entry of this formula, charge and spin): 0.0 kcal per mole
- LUMO level (spin up / spin down): 2.197 / 2.168 eV

```
46
C17H20N3S4SbTi | the Open Molecules 2025 dataset | ωB97M-V with the def2-TZVPD basis set
Ti 1.616 -1.690 -0.318
C -2.305 1.187 -3.285
C -2.888 1.965 -2.104
C -4.404 1.723 -2.053
C -2.619 3.460 -2.331
C -2.257 1.563 -0.778
C -2.661 2.226 0.387
C -2.100 1.946 1.622
C -1.110 0.990 1.687
S -0.228 0.450 3.094
C 0.662 -0.668 2.055
N 0.308 -0.613 0.757
C -0.680 0.294 0.536
C -1.278 0.588 -0.693
C 1.608 -1.605 2.517
C 1.945 -1.787 3.870
C 2.818 -2.789 4.230
C 3.353 -3.635 3.268
C 3.036 -3.453 1.918
C 2.190 -2.440 1.526
H -2.723 1.564 -4.217
H -2.539 0.128 -3.214
H -1.225 1.294 -3.334
H -4.861 2.032 -2.992
H -4.867 2.286 -1.246
H -4.617 0.668 -1.894
H -3.044 3.775 -3.283
H -1.547 3.646 -2.346
H -3.057 4.065 -1.541
H -3.428 2.985 0.339
H -2.424 2.460 2.518
H -0.943 0.034 -1.557
H 1.503 -1.135 4.612
H 3.072 -2.922 5.274
H 4.028 -4.426 3.564
H 3.465 -4.128 1.185
S 0.422 -3.721 -0.892
Sb 1.812 -3.125 -2.826
S 3.725 -2.626 -1.458
S 1.143 -0.826 -2.760
N 4.068 0.111 0.521
N 2.871 0.055 -0.304
H 4.778 -0.449 0.042
H 3.855 -0.388 1.395
H 3.159 -0.014 -1.292
H 2.366 0.947 -0.200
```

Atomic partial charges in e from the Mulliken method, atoms 1 to 5: -0.150 -2.033 2.024 -1.666 -1.650



DFT total energy? In order: -35863.7892; -22418.2231; -95423.3553 eV.